<A>
# C5H14NS2

A cluster of 2 separate species, C5H14NS2 in total (ωB97M-V/def2-TZVPD, the Open Molecules 2025 dataset).

Last column: Löwdin charge in e.
CARTESIAN COORDINATES (ANGSTROEM)
1 C 0.30 0.97 -2.25  -0.004
2 C -0.46 -1.59 -0.57  0.032
3 C -2.14 -0.10 0.15  0.147
4 C 2.71 1.78 1.73  -0.365
5 C -0.08 0.96 -0.74  -0.177
6 N -0.96 -0.22 -0.28  -0.134
7 S 2.03 0.05 1.45  0.369
8 S 0.76 -0.12 3.05  0.335
9 H 1.27 1.40 -2.27  0.082
10 H 0.34 -0.02 -2.39  0.010
11 H -0.48 1.56 -2.72  0.098
12 H 0.11 -1.75 0.39  0.096
13 H -1.25 -2.18 -0.76  0.066
14 H 0.34 -1.57 -1.36  0.119
15 H 1.75 -0.39 3.91  -0.167
16 H -2.61 0.92 0.19  0.142
17 H -2.88 -0.90 0.31  0.138
18 H 2.20 2.11 2.57  -0.022
19 H 2.44 2.36 0.80  0.048
20 H 3.79 1.71 1.93  0.047
21 H -0.65 1.91 -0.39  0.160
22 H 0.84 0.95 -0.16  -0.018

* total charge: +1
* lowest unoccupied orbital energy: -4.4 eV

=====

<B>
# C5H14NS2

The ion C5H14NS2 with charge +1 (ωB97M-V/def2-TZVPD, the Open Molecules 2025 dataset).

Last column: Löwdin charge in e.
CARTESIAN COORDINATES (ANGSTROEM)
1 C -0.31 0.07 2.99  -0.185
2 C 0.91 -0.81 2.75  -0.561
3 S 1.52 -0.76 1.01  0.537
4 S -0.18 -0.78 -0.09  0.513
5 C -0.39 0.94 -0.63  -0.510
6 C -0.82 1.15 -2.05  -0.389
7 C 0.20 1.15 -3.19  -0.011
8 N -1.94 0.12 -2.35  0.196
9 H -0.49 0.08 4.08  0.084
10 H -1.21 -0.41 2.61  0.053
11 H -0.22 1.09 2.63  0.066
12 H 1.73 -0.61 3.44  0.079
13 H 0.62 -1.84 2.93  0.068
14 H -1.03 1.49 0.06  0.088
15 H 0.57 1.45 -0.53  0.083
16 H -1.31 2.11 -2.09  0.143
17 H -0.10 0.40 -3.92  0.085
18 H 1.14 0.71 -2.81  0.097
19 H 0.42 2.16 -3.52  0.100
20 H -1.42 -0.76 -2.39  0.125
21 H -2.38 0.17 -3.27  0.176
22 H -2.59 0.11 -1.57  0.164

* total charge: +1
* lowest unoccupied orbital energy: -3.5 eV
* SMILES string: CCSSC[C@@H](C)[NH3+]

=====

It turns out <B> is the most stable, with the second structure 45.8 kcal/mol higher.

=====

<A>
# H3N3O2

A cluster of 2 separate species, H3N3O2 in total (ωB97M-V/def2-TZVPD, the Open Molecules 2025 dataset).

Last column: Löwdin charge in e.
CARTESIAN COORDINATES (ANGSTROEM)
1 H -0.38 1.53 -1.32  0.074
2 N -0.78 0.58 -1.59  0.038
3 N -0.23 -0.47 -1.17  -0.062
4 N -0.39 -1.42 -0.57  -0.096
5 O -0.08 -2.54 -0.28  0.023
6 O 0.74 0.68 1.31  -0.091
7 H 1.06 0.24 2.10  0.032
8 H 0.05 1.39 1.52  0.083

* lowest unoccupied orbital energy: -0.1 eV
* SMILES string: [H]/N=N/N=O.O

=====

<B>
# H3N3O2

A cluster of 2 separate species, H3N3O2 in total (ωB97M-V/def2-TZVPD, the Open Molecules 2025 dataset).

Last column: Löwdin charge in e.
CARTESIAN COORDINATES (ANGSTROEM)
1 N 0.79 -1.76 1.96  0.202
2 N -0.68 -0.55 0.73  0.108
3 N 0.46 -1.01 1.17  -0.288
4 O 1.65 0.13 0.30  -0.237
5 O 1.22 0.60 -0.89  -0.136
6 H -0.61 0.36 0.31  0.097
7 H -1.40 -0.81 1.46  0.151
8 H 1.99 0.31 -1.43  0.103

* lowest unoccupied orbital energy (alpha / beta): 0.1 / 0.0 eV

=====

It turns out <A> is the most stable, with the second structure 25.8 kcal/mol higher.

=====

<A>
# C2H10O2S2

A cluster of 3 separate species, C2H10O2S2 in total (ωB97M-V/def2-TZVPD, the Open Molecules 2025 dataset).

Last column: Löwdin charge in e.
CARTESIAN COORDINATES (ANGSTROEM)
1 C -0.84 0.52 -0.05  -0.192
2 C 0.21 0.86 -1.08  -0.593
3 S 1.84 1.13 -0.23  0.405
4 S 3.17 0.45 -1.71  0.306
5 H -1.81 0.77 -0.50  0.051
6 H -0.95 -0.53 0.23  0.077
7 H -0.79 1.14 0.83  0.066
8 H 0.35 0.19 -1.92  0.050
9 H -0.03 1.82 -1.54  0.057
10 H 3.10 -0.83 -1.35  -0.220
11 O -4.07 0.10 0.59  -0.065
12 H -5.04 0.17 0.50  0.048
13 H -3.79 1.01 0.53  0.017
14 O 3.00 -1.95 1.65  -0.077
15 H 2.50 -1.96 2.50  0.047
16 H 3.15 -2.89 1.56  0.025

* lowest unoccupied orbital energy: 0.6 eV
* SMILES string: CCSS.O.O

=====

<B>
# C2H10O2S2

A cluster of 3 separate species, C2H10O2S2 in total (ωB97M-V/def2-TZVPD, the Open Molecules 2025 dataset).

Last column: Löwdin charge in e.
CARTESIAN COORDINATES (ANGSTROEM)
1 C 0.70 -1.20 0.36  -0.172
2 C 0.38 0.21 0.83  -0.686
3 S 1.72 1.35 0.54  0.428
4 S 0.91 3.04 1.53  0.312
5 H 1.58 -1.53 0.91  0.068
6 H 0.71 -1.27 -0.72  0.072
7 H -0.05 -1.97 0.62  0.067
8 H 0.10 0.20 1.89  0.065
9 H -0.44 0.61 0.22  0.061
10 H 1.64 3.87 0.78  -0.213
11 O -2.91 -4.45 -0.71  -0.057
12 H -3.05 -3.74 -0.08  0.028
13 H -2.58 -5.16 -0.16  0.027
14 O -2.24 -2.15 -3.77  -0.036
15 H -3.11 -2.13 -4.17  0.030
16 H -1.67 -2.61 -4.34  0.005

* lowest unoccupied orbital energy: 0.5 eV
* SMILES string: CCSS.O.O

=====

<C>
# C2H10O2S2

A cluster of 3 separate species, C2H10O2S2 in total (ωB97M-V/def2-TZVPD, the Open Molecules 2025 dataset).

Last column: Löwdin charge in e.
CARTESIAN COORDINATES (ANGSTROEM)
1 C 0.37 2.14 -0.48  -0.167
2 C -0.30 0.95 0.21  -0.657
3 S 0.47 0.71 1.82  0.432
4 S -0.47 -1.05 2.45  0.327
5 H 1.43 2.16 -0.20  0.052
6 H 0.41 1.99 -1.56  0.073
7 H -0.14 3.05 -0.18  0.070
8 H -1.35 1.21 0.38  0.068
9 H -0.41 0.06 -0.42  0.040
10 H -1.56 -0.94 1.66  -0.190
11 O -1.56 -2.12 -0.77  -0.079
12 H -2.12 -2.43 -1.50  0.050
13 H -0.66 -2.34 -1.05  0.030
14 O 1.87 -1.44 -0.37  -0.080
15 H 1.90 -1.42 0.59  -0.001
16 H 2.10 -0.53 -0.58  0.030

* lowest unoccupied orbital energy: 0.6 eV
* SMILES string: CCSS.O.O

=====

It turns out <C> is the most stable, with the second structure 1.4 kcal/mol higher.

=====

<A>
# C5H10NO3

An isolated molecule of C5H10NO3 (ωB97M-V/def2-TZVPD, the Open Molecules 2025 dataset).

Last column: Löwdin charge in e.
CARTESIAN COORDINATES (ANGSTROEM)
1 N -1.38 0.59 -0.21  -0.334
2 O -0.77 1.42 -0.89  0.125
3 O -1.77 1.12 1.15  -0.050
4 O -1.82 -0.54 -0.32  0.124
5 C -2.55 3.28 1.27  -0.045
6 C -3.03 1.86 0.97  -0.348
7 C -4.01 1.30 1.96  -0.287
8 C -4.93 0.23 1.57  -0.075
9 C -3.75 1.60 3.37  -0.074
10 H -2.27 3.71 0.31  0.076
11 H -3.24 3.92 1.83  0.080
12 H -1.67 3.20 1.96  0.102
13 H -3.43 1.77 -0.10  0.173
14 H -5.32 -0.27 2.49  0.083
15 H -5.86 0.61 1.09  0.089
16 H -4.50 -0.53 0.87  0.093
17 H -4.32 0.88 4.00  0.084
18 H -2.68 1.54 3.63  0.096
19 H -4.16 2.58 3.67  0.086

* multiplicity: 2
* lowest unoccupied orbital energy (alpha / beta): -0.2 / -0.2 eV

=====

<B>
# C5H10NO3

A cluster of 2 separate species, C5H10NO3 in total (ωB97M-V/def2-TZVPD, the Open Molecules 2025 dataset).

Last column: Löwdin charge in e.
CARTESIAN COORDINATES (ANGSTROEM)
1 C -1.04 0.59 -1.06  -0.175
2 C -2.11 0.69 0.10  -0.060
3 C -1.27 -0.72 -1.60  -0.588
4 O -2.16 -0.91 -2.49  -0.012
5 N -0.70 -1.79 -1.03  0.176
6 H -1.35 1.32 -1.84  0.119
7 H 0.07 0.88 -0.87  0.123
8 H -3.12 0.62 -0.43  0.115
9 H -2.10 1.60 0.58  0.031
10 H -0.76 -2.58 -1.53  0.058
11 H 0.01 -1.71 -0.24  0.107
12 H -1.93 -0.04 0.86  0.058
13 C 2.99 0.18 1.44  0.033
14 C 1.45 0.35 1.19  -0.662
15 O 0.75 -0.50 0.79  0.085
16 O 1.03 1.45 1.64  0.295
17 H 3.55 0.01 0.52  0.082
18 H 3.36 -0.64 2.06  0.088
19 H 3.32 1.22 1.92  0.127

* multiplicity: 2
* lowest unoccupied orbital energy (alpha / beta): 0.4 / -3.9 eV

=====

It turns out <B> is the most stable, with the second structure 84.2 kcal/mol higher.

=====

<A>
# C5H16N2S

A cluster of 2 separate species, C5H16N2S in total (ωB97M-V/def2-TZVPD, the Open Molecules 2025 dataset).

Last column: Löwdin charge in e.
CARTESIAN COORDINATES (ANGSTROEM)
1 C -1.09 1.05 1.14  -0.077
2 C -1.93 -0.05 0.52  -0.371
3 C -2.80 0.50 -0.60  -0.057
4 N -0.94 -1.18 0.07  0.209
5 H -0.43 0.66 1.93  0.100
6 H -0.45 1.51 0.38  0.049
7 H -1.71 1.77 1.69  0.102
8 H -2.53 -0.57 1.28  0.141
9 H -2.24 1.19 -1.27  0.103
10 H -3.62 1.05 -0.09  0.102
11 H -3.27 -0.26 -1.27  0.087
12 H -0.25 -1.28 0.79  0.132
13 H -1.49 -2.05 -0.12  0.181
14 H -0.45 -0.84 -0.77  0.125
15 C 2.40 -0.62 -0.90  -0.394
16 C 1.53 0.58 -0.43  -0.803
17 S 2.50 2.16 -0.05  0.136
18 N 3.25 -1.22 0.15  -0.039
19 H 2.98 -0.30 -1.79  0.104
20 H 1.81 -1.46 -1.22  0.056
21 H 1.08 0.21 0.47  -0.039
22 H 0.73 0.75 -1.19  0.042
23 H 2.81 -0.97 1.06  0.051
24 H 4.10 -0.64 0.23  0.057

* lowest unoccupied orbital energy: -0.7 eV

=====

<B>
# C5H16N2S

A cluster of 3 separate species, C5H16N2S in total (ωB97M-V/def2-TZVPD, the Open Molecules 2025 dataset).

Last column: Löwdin charge in e.
CARTESIAN COORDINATES (ANGSTROEM)
1 C -2.87 -0.68 0.15  -0.111
2 C -2.18 -1.72 1.01  -0.521
3 C -1.37 -2.66 0.11  -0.093
4 N -1.36 -1.02 2.03  -0.016
5 H -3.46 0.00 0.78  0.075
6 H -2.13 0.05 -0.22  -0.002
7 H -3.44 -1.02 -0.72  0.078
8 H -2.92 -2.31 1.57  0.126
9 H -0.55 -2.09 -0.36  0.027
10 H -1.98 -3.18 -0.64  0.079
11 H -0.93 -3.39 0.79  0.067
12 H -0.64 -1.69 2.30  0.060
13 H -0.90 -0.17 1.65  -0.129
14 H -0.84 1.58 1.29  0.217
15 C 2.81 1.53 -1.04  -0.384
16 C 1.85 1.65 0.12  -0.597
17 S 0.49 0.40 -0.04  0.704
18 N 2.33 2.02 -2.36  -0.026
19 H 3.09 0.48 -1.15  0.100
20 H 3.72 2.08 -0.88  0.098
21 H 1.36 2.65 0.15  0.065
22 H 2.42 1.51 1.03  0.061
23 H 1.54 2.66 -2.17  0.066
24 H 1.74 1.22 -2.66  0.055

* lowest unoccupied orbital energy: -2.1 eV

=====

It turns out <A> is the most stable, with the second structure 23.3 kcal/mol higher.

=====

<A>
# C3H4BrN

An isolated molecule of C3H4BrN (ωB97M-V/def2-TZVPD, the Open Molecules 2025 dataset).

Last column: Löwdin charge in e.
CARTESIAN COORDINATES (ANGSTROEM)
1 H -1.08 -2.28 1.50  0.080
2 N -0.28 -1.86 0.94  0.073
3 C -0.40 -0.64 0.54  -0.396
4 C 0.62 -0.05 -0.21  -0.714
5 C 0.27 1.61 -0.77  0.073
6 Br 2.27 -0.77 -0.63  0.742
7 H -1.08 0.17 0.86  0.100
8 H 0.55 2.13 -1.67  0.005
9 H -0.87 1.68 -0.56  0.037

* lowest unoccupied orbital energy (alpha / beta): -0.9 / -0.5 eV
* SMILES string: [H]/N=C/C(=C)Br

=====

<B>
# C3H4BrN

A structure of composition C3H4BrN (ωB97M-V/def2-TZVPD, the Open Molecules 2025 dataset).

Last column: Löwdin charge in e.
CARTESIAN COORDINATES (ANGSTROEM)
1 C 0.58 1.28 0.84  -0.257
2 C 0.35 -0.94 0.32  -0.091
3 C -0.30 0.07 0.55  -0.796
4 N 1.35 2.09 0.94  0.156
5 Br -2.12 0.14 1.18  0.705
6 H -0.49 0.17 -2.64  0.053
7 H 0.09 -1.97 0.51  0.086
8 H 1.49 -0.90 0.30  0.126
9 H -0.95 0.06 -2.00  0.018

* lowest unoccupied orbital energy: 0.2 eV

=====

<C>
# C3H4BrN

A structure of composition C3H4BrN (ωB97M-V/def2-TZVPD, the Open Molecules 2025 dataset).

Last column: Löwdin charge in e.
CARTESIAN COORDINATES (ANGSTROEM)
1 C 0.16 1.94 -0.01  -0.330
2 C -1.19 1.73 -0.01  0.063
3 C 1.67 -1.43 0.01  -0.482
4 N 1.33 2.04 0.06  -0.052
5 Br 2.77 0.06 -0.01  0.756
6 H -1.66 1.95 0.90  0.043
7 H -1.56 1.14 -0.83  0.053
8 H 0.93 -1.45 -0.76  -0.033
9 H 1.93 -2.09 0.85  -0.018

* lowest unoccupied orbital energy (alpha / beta): -1.4 / -0.1 eV

=====

It turns out <B> is the most stable, with the second structure 33.7 kcal/mol higher.